# 1
Entry from OMol25: 2 unconnected molecules or ions with the total composition C30H28O6S in a non-equilibrium geometry (ωB97M-V/def2-TZVPD).

```
65
Properties=species:S:1:pos:R:3:mulliken_charge:R:1
C 5.115 3.816 -1.363 -0.880
O 5.001 2.493 -1.924 -0.400
C 3.813 1.837 -1.824 0.840
C 3.740 0.569 -2.455 -0.708
C 2.714 -0.281 -2.141 -0.013
C 1.643 0.131 -1.300 0.797
C 0.565 -0.761 -1.014 -1.422
C -0.811 -0.374 -1.014 0.639
C -1.789 -1.375 -0.758 -0.943
C -3.121 -1.082 -0.595 -0.609
C -3.552 0.240 -0.774 1.045
O -4.891 0.458 -0.512 -0.445
C -5.621 1.343 -1.316 0.274
C -6.507 0.780 -2.237 -0.392
C -7.214 1.625 -3.087 -0.441
C -7.067 3.012 -2.972 -0.482
C -6.217 3.560 -2.009 -0.528
C -5.472 2.722 -1.176 -0.238
C -2.657 1.251 -1.157 -0.457
C -1.308 0.935 -1.297 -1.024
C 1.682 1.442 -0.771 -0.994
C 2.733 2.301 -1.037 -0.728
H 6.124 4.113 -1.645 0.260
H 4.375 4.494 -1.806 0.346
H 5.015 3.810 -0.270 0.347
H 4.571 0.267 -3.092 0.393
H 2.698 -1.285 -2.559 0.402
H 0.746 -1.841 -1.099 0.870
H -1.465 -2.402 -0.642 0.437
H -3.853 -1.835 -0.304 0.459
H -6.590 -0.305 -2.291 0.413
H -7.886 1.187 -3.826 0.361
H -7.633 3.669 -3.632 0.365
H -6.119 4.641 -1.890 0.366
H -4.764 3.113 -0.445 0.465
H -3.018 2.269 -1.311 0.323
H -0.627 1.719 -1.625 0.685
H 0.886 1.763 -0.101 0.725
H 2.772 3.294 -0.579 0.380
C 5.828 -0.229 0.581 -0.939
C 5.023 -1.495 0.605 -0.352
O 3.619 -1.165 0.655 -0.206
C 2.853 -2.289 0.506 0.603
C 1.482 -2.031 0.950 -0.743
S 0.604 -3.400 1.513 1.365
C -0.181 -2.725 2.996 -0.322
C 0.346 -3.080 4.242 -0.352
C -0.289 -2.670 5.411 -0.626
C -1.425 -1.864 5.338 -0.342
C -1.900 -1.433 4.097 -0.710
C -1.267 -1.850 2.923 0.367
O -0.406 -3.768 0.535 -0.745
O 1.452 -4.415 2.086 -0.719
O 3.275 -3.332 0.003 -0.670
H 6.888 -0.497 0.611 0.426
H 5.658 0.349 -0.334 0.117
H 5.619 0.398 1.455 0.262
H 5.217 -2.106 -0.282 0.312
H 5.249 -2.073 1.513 0.348
H 1.290 -1.126 1.538 0.636
H 1.248 -3.684 4.304 0.440
H 0.118 -2.990 6.370 0.371
H -1.933 -1.555 6.249 0.369
H -2.766 -0.774 4.035 0.408
H -1.614 -1.506 1.950 0.212
```

largest force on an atom = 1.75 eV/A
HOMO energy = -0.2777 Eh
ΔE to the lowest compared entry with this formula, charge and spin = 0.000 eV
E = -54680.7873 eV
total charge = 0
Kohn-Sham gap = 5.99 eV



# 2
Entry from OMol25: a molecular structure, C30H29N5O3SSeTl (ωB97M-V/def2-TZVPD).

```
70
Properties=species:S:1:pos:R:3:mulliken_charge:R:1
Tl -0.457 -0.078 1.852 0.709
O -1.449 4.971 -0.404 -0.661
C -0.128 5.040 -0.207 0.441
C 0.450 6.311 -0.260 -0.689
C 1.799 6.484 -0.042 -0.322
C 2.617 5.386 0.218 -0.819
C 2.062 4.128 0.259 -0.280
C 0.694 3.920 0.049 0.307
C 0.179 2.540 0.132 0.689
O 0.927 1.595 0.517 -0.616
N -1.093 2.353 -0.280 -1.088
N -1.515 1.101 -0.093 0.194
C -2.536 0.652 -0.720 -0.604
C -2.880 -0.754 -0.550 0.814
C -3.981 -1.313 -1.204 -0.938
C -4.218 -2.669 -1.099 -0.226
C -3.355 -3.446 -0.334 -0.827
C -2.306 -2.811 0.304 -0.167
N -2.061 -1.508 0.204 -0.034
H -1.688 4.015 -0.451 0.495
H -0.199 7.148 -0.484 0.436
H 2.222 7.480 -0.083 0.381
H 3.678 5.521 0.378 0.429
H 2.680 3.259 0.445 0.296
H -3.099 1.263 -1.423 0.374
H -4.627 -0.672 -1.790 0.421
H -5.057 -3.123 -1.608 0.435
H -3.499 -4.512 -0.227 0.417
H -1.619 -3.373 0.931 0.495
Se 1.954 -0.838 -1.494 0.072
C 3.735 -0.287 -0.966 0.206
C 4.841 -0.890 -1.552 -0.436
C 6.108 -0.573 -1.085 -0.704
C 6.255 0.330 -0.041 -0.482
C 5.142 0.939 0.522 -0.646
C 3.869 0.637 0.061 0.164
H 4.726 -1.576 -2.384 0.459
H 6.976 -1.036 -1.535 0.412
H 7.244 0.568 0.328 0.396
H 5.262 1.652 1.327 0.461
H 2.986 1.106 0.479 0.341
C 4.055 -7.110 3.008 -1.367
C 3.390 -5.760 2.754 -0.406
C 2.834 -5.694 1.339 -0.609
N 2.198 -4.396 1.102 0.082
C 2.249 -3.613 0.048 0.392
S 1.552 -2.005 0.307 -0.158
N 2.810 -3.901 -1.119 0.213
C 3.135 -5.149 -1.784 0.007
O 4.140 -5.174 -2.431 -0.494
C 2.142 -6.235 -1.689 0.428
C 2.577 -7.536 -1.943 -0.554
C 1.680 -8.587 -1.902 -0.628
C 0.339 -8.343 -1.634 -0.441
C -0.104 -7.047 -1.409 -0.734
C 0.792 -5.992 -1.432 -0.030
H 4.532 -7.114 3.986 0.387
H 4.822 -7.315 2.260 0.360
H 3.325 -7.920 2.979 0.345
H 4.120 -4.960 2.896 0.349
H 2.580 -5.605 3.473 0.384
H 2.098 -6.486 1.187 0.277
H 3.639 -5.830 0.620 0.408
H 1.712 -4.010 1.903 0.258
H 3.051 -3.086 -1.680 -0.144
H 3.624 -7.705 -2.161 0.473
H 2.021 -9.596 -2.088 0.424
H -0.365 -9.165 -1.612 0.428
H -1.153 -6.858 -1.226 0.465
H 0.429 -4.982 -1.283 0.581
```

largest force on an atom = 0.63 eV/A
HOMO energy = -0.3583 Eh
E = -126043.6153 eV
total charge = +1
Kohn-Sham gap = 6.33 eV



# 3
Entry from OMol25: a molecular structure, C30H29N5O4PdS (ωB97M-V/def2-TZVPD).

```
70
Properties=species:S:1:pos:R:3:mulliken_charge:R:1
Pd -0.735 -0.590 0.162 -0.311
C -4.327 2.431 -0.183 -1.875
C -3.336 1.307 -0.197 0.307
N -2.070 1.428 -0.159 1.066
N -1.426 2.590 0.026 -1.218
C -0.438 2.315 0.872 0.209
O -0.302 1.208 1.481 -0.983
C 0.566 3.387 1.127 0.784
C 0.717 4.454 0.245 -0.370
C 1.696 5.409 0.472 -0.741
C 2.522 5.311 1.586 -0.350
C 2.371 4.249 2.467 -0.739
C 1.402 3.284 2.234 -0.133
C -3.758 -0.097 -0.041 0.733
C -5.098 -0.467 -0.165 -0.912
C -5.495 -1.756 0.117 -0.441
C -4.540 -2.673 0.531 -0.896
C -3.230 -2.252 0.611 0.110
N -2.826 -1.006 0.341 0.316
H -3.781 3.370 -0.145 0.367
H -4.989 2.368 0.684 0.383
H -4.948 2.424 -1.081 0.377
H 0.064 4.513 -0.615 0.460
H 1.817 6.232 -0.221 0.396
H 3.282 6.061 1.764 0.428
H 3.016 4.168 3.334 0.418
H 1.289 2.430 2.888 0.361
H -5.816 0.276 -0.484 0.392
H -6.534 -2.044 0.019 0.422
H -4.795 -3.694 0.775 0.439
H -2.454 -2.944 0.894 0.185
C -0.148 -4.235 1.934 -0.990
N 0.672 -3.061 1.560 0.536
C 1.621 -2.689 2.635 -0.536
C 1.336 -3.255 0.232 -1.324
C 0.309 -3.251 -0.869 1.674
C 0.333 -4.297 -1.789 -0.573
C -0.529 -4.313 -2.871 -0.776
C -1.427 -3.267 -3.030 -0.809
C -1.467 -2.236 -2.104 -0.129
C -0.614 -2.204 -0.999 -0.181
H -0.764 -3.978 2.794 0.368
H 0.516 -5.058 2.193 0.348
H -0.769 -4.518 1.089 0.392
H 0.024 -2.255 1.358 0.296
H 2.381 -3.466 2.701 0.358
H 1.076 -2.626 3.575 0.377
H 2.060 -1.724 2.384 0.048
H 1.886 -4.196 0.271 0.536
H 2.031 -2.424 0.119 0.211
H 1.056 -5.096 -1.664 0.393
H -0.489 -5.121 -3.589 0.395
H -2.093 -3.246 -3.884 0.439
H -2.157 -1.417 -2.265 0.429
O 1.912 -0.885 -2.748 -0.720
S 1.343 0.205 -2.001 1.105
O 0.121 0.783 -2.483 -0.691
N 1.206 -0.209 -0.403 0.389
C 2.188 0.350 0.367 0.223
O 2.436 0.057 1.524 -0.841
C 2.965 1.372 -0.406 -0.159
C 3.940 2.223 0.082 -0.479
C 4.503 3.139 -0.796 -0.618
C 4.110 3.185 -2.132 -0.568
C 3.142 2.320 -2.624 -0.878
C 2.583 1.431 -1.729 0.731
H 4.223 2.180 1.124 0.528
H 5.251 3.835 -0.438 0.411
H 4.563 3.912 -2.795 0.417
H 2.828 2.349 -3.659 0.482
```

largest force on an atom = 0.31 eV/A
HOMO energy = -0.2687 Eh
ΔE to the lowest compared entry with this formula, charge and spin = 0.000 eV
E = -61535.2602 eV
total charge = 0
Kohn-Sham gap = 7.41 eV